Entry 1:
ORCA calculation (ωB97M-V with the def2-TZVPD basis set) on a cluster of 2 separate species, C8H9O2 in total.

- spin multiplicity = 4
- calculated total energy (Ha) = -460.54018
- relative energy (zero: lowest compared OMol25 entry of this formula, charge and spin) (kcal per mole) = 0.0
- charge = 0
- lowest unoccupied orbital energy (spin up / spin down) (eV) = 1.03 / -0.94
- <S²> = 3.8029
- Kohn-Sham gap (spin up / spin down) (eV) = 7.970 / 8.363

Atoms and positions in Å:
O 0.29 -0.50 -3.07
O 1.41 -0.35 -3.57
C -1.95 -1.19 -1.18
C -0.65 -1.31 -0.49
C -0.04 -0.33 0.28
C 1.18 -0.61 0.98
C 1.82 0.37 1.72
C 1.28 1.66 1.81
C 0.07 1.96 1.15
C -0.60 0.99 0.41
H -2.15 -2.17 -1.61
H -2.78 -0.94 -0.50
H -1.98 -0.46 -2.01
H -0.16 -2.27 -0.59
H 1.59 -1.63 0.91
H 2.76 0.14 2.23
H 1.79 2.44 2.38
H -0.35 2.97 1.23
H -1.54 1.22 -0.09

Mulliken population analysis, charges in e, atoms 1 to 2: 0.095 -0.110



Entry 2:
ORCA calculation (ωB97M-V with the def2-TZVPD basis set) on a structure of composition C8MoN3S7Se.

- calculated total energy (Ha) = -5725.79102
- relative energy (zero: lowest compared OMol25 entry of this formula, charge and spin) (kcal per mole) = 0.0
- charge = +1
- lowest unoccupied orbital energy (eV) = -7.05
- Kohn-Sham gap (eV) = 5.989

Atoms and positions in Å:
Mo 0.33 0.25 0.41
S 5.15 -2.64 2.74
C 3.99 -1.59 2.39
S 2.41 -1.56 3.17
C 1.78 -0.15 2.37
C 2.61 0.42 1.37
S 2.11 1.71 0.36
S 4.14 -0.37 1.12
S 0.19 0.40 2.71
S -1.97 0.18 0.63
C -2.68 0.82 -0.78
C -4.10 0.82 -0.86
N -5.25 0.84 -0.93
C -1.88 1.31 -1.78
S -0.19 1.29 -1.59
C -2.41 1.88 -2.97
N -2.82 2.33 -3.94
Se 0.75 -1.97 -0.43
C -0.63 -2.01 -1.65
N -1.54 -1.98 -2.35

Mulliken population analysis, charges in e, atoms 1 to 2: -0.242 -0.068



Entry 3:
ORCA calculation (ωB97M-V with the def2-TZVPD basis set) on a cluster of 10 separate species, C90H190N10O10 in total.

- calculated total energy (Ha) = -4842.26026
- relative energy (zero: lowest compared OMol25 entry of this formula, charge and spin) (kcal per mole) = 272.3
- charge = 0
- lowest unoccupied orbital energy (eV) = 0.41
- structure (SMILES) = CC1(C)CCCC(C)(C)N1O.CC1(C)CCCC(C)(C)N1O.CC1(C)CCCC(C)(C)N1O.CC1(C)CCCC(C)(C)N1O.CC1(C)CCCC(C)(C)N1O.CC1(C)CCCC(C)(C)N1O.CC1(C)CCCC(C)(C)N1O.CC1(C)CCCC(C)(C)N1O.CC1(C)CCCC(C)(C)N1O.CC1(C)CCCC(C)(C)N1O
- Kohn-Sham gap (eV) = 7.992

Atoms and positions in Å:
C 3.18 -3.95 -3.05
C 2.19 -4.67 -4.06
C 1.91 -6.11 -3.49
C 0.81 -3.92 -4.28
C 1.03 -2.63 -5.01
C 1.54 -2.93 -6.44
C 2.90 -3.79 -6.32
C 2.93 -4.27 -7.80
C 4.02 -2.72 -5.97
N 2.81 -4.88 -5.40
O 3.97 -5.57 -5.33
H 2.77 -3.65 -2.09
H 4.14 -4.42 -2.86
H 3.58 -3.05 -3.51
H 2.77 -6.75 -3.32
H 1.05 -6.21 -2.83
H 1.52 -6.85 -4.19
H 0.18 -4.57 -4.89
H 0.25 -3.85 -3.35
H 0.13 -2.03 -4.97
H 1.81 -1.97 -4.62
H 1.62 -2.04 -7.06
H 0.79 -3.48 -7.01
H 2.15 -4.98 -8.08
H 3.78 -4.93 -7.93
H 3.09 -3.45 -8.51
H 3.76 -1.96 -5.24
H 4.36 -2.31 -6.92
H 4.90 -3.21 -5.55
H 3.65 -6.45 -5.12
C -0.32 6.77 0.54
C -0.58 7.86 1.65
C 0.00 7.46 3.13
C 0.19 9.18 1.34
C -0.40 10.04 0.20
C -1.94 10.28 0.38
C -2.72 8.92 0.72
C -4.20 9.33 1.20
C -2.83 8.01 -0.58
N -1.98 8.18 1.83
O -2.67 7.14 2.22
H 0.58 6.26 0.89
H -1.21 6.14 0.41
H 0.02 7.20 -0.40
H -0.21 8.15 3.95
H -0.53 6.53 3.34
H 1.07 7.26 3.15
H 0.46 9.70 2.26
H 1.23 9.05 1.04
H 0.04 11.04 0.20
H -0.34 9.72 -0.84
H -2.33 10.81 -0.48
H -2.14 10.94 1.23
H -4.85 8.48 1.38
H -4.78 9.99 0.56
H -4.18 9.83 2.17
H -3.06 6.98 -0.30
H -2.03 8.02 -1.32
H -3.58 8.29 -1.32
H -2.96 7.53 3.05
C -0.15 4.66 -6.38
C -0.50 3.91 -5.13
C -0.43 2.40 -5.37
C 0.60 4.22 -4.16
C 0.28 4.08 -2.65
C -1.09 4.73 -2.27
C -2.22 4.23 -3.27
C -2.58 2.72 -2.94
C -3.40 5.13 -2.79
N -1.75 4.54 -4.62
O -2.79 4.36 -5.44
H -0.57 4.13 -7.24
H -0.29 5.73 -6.27
H 0.90 4.50 -6.62
H 0.49 2.33 -5.95
H -0.35 1.88 -4.42
H -1.27 1.99 -5.94
H 1.46 3.58 -4.39
H 0.78 5.29 -4.18
H 0.28 3.07 -2.25
H 0.95 4.65 -2.01
H -1.07 5.82 -2.30
H -1.33 4.59 -1.22
H -3.04 2.57 -1.96
H -1.63 2.20 -3.07
H -3.41 2.35 -3.55
H -4.22 4.61 -3.27
H -3.31 6.17 -3.09
H -3.45 5.13 -1.70
H -3.16 5.24 -5.55
C -3.58 2.57 5.55
C -3.71 4.06 5.86
C -2.22 4.61 5.98
C -4.39 4.76 4.66
C -4.54 6.27 4.80
C -5.20 6.58 6.13
C -4.85 5.73 7.40
C -3.76 6.56 8.29
C -6.11 5.73 8.31
N -4.52 4.29 7.08
O -4.13 3.58 8.20
H -4.63 2.28 5.56
H -3.19 2.32 4.56
H -3.09 2.01 6.34
H -1.67 4.22 5.13
H -2.20 5.70 5.96
H -1.86 4.17 6.92
H -4.08 4.26 3.74
H -5.41 4.40 4.75
H -3.59 6.74 4.56
H -5.17 6.61 3.98
H -6.28 6.69 6.02
H -4.97 7.63 6.34
H -2.98 7.00 7.68
H -3.20 5.95 9.00
H -4.06 7.50 8.75
H -5.88 5.04 9.12
H -6.99 5.41 7.75
H -6.32 6.69 8.79
H -4.74 2.86 8.01
C 1.65 -6.42 0.44
C 2.69 -6.08 1.42
C 2.55 -4.57 1.80
C 2.45 -6.80 2.89
C 2.78 -8.28 2.94
C 4.21 -8.54 2.31
C 4.52 -7.86 1.01
C 6.10 -7.87 0.92
C 3.93 -8.68 -0.13
N 4.11 -6.43 1.03
O 4.56 -5.67 -0.06
H 0.79 -5.77 0.59
H 1.96 -6.39 -0.61
H 1.20 -7.35 0.78
H 2.05 -4.10 0.95
H 2.04 -4.50 2.76
H 3.47 -4.01 1.94
H 2.92 -6.19 3.66
H 1.40 -6.88 3.20
H 2.82 -8.78 3.91
H 2.09 -8.97 2.46
H 4.29 -9.61 2.18
H 4.82 -8.28 3.18
H 6.50 -7.83 -0.09
H 6.50 -8.78 1.38
H 6.50 -7.11 1.58
H 2.85 -8.76 -0.01
H 4.38 -9.65 -0.30
H 4.15 -8.09 -1.02
H 4.72 -4.81 0.34
C -0.27 -0.06 -2.07
C -0.14 -0.37 -0.61
C 1.38 -0.43 -0.30
C -0.60 1.00 0.08
C -1.03 0.95 1.61
C -1.91 -0.31 1.75
C -1.37 -1.56 1.26
C -0.22 -1.94 2.25
C -2.59 -2.48 1.34
N -0.92 -1.52 -0.17
O -0.33 -2.71 -0.60
H 0.22 0.87 -2.35
H 0.14 -0.71 -2.85
H -1.34 -0.14 -2.27
H 1.72 0.24 0.49
H 1.85 -1.41 -0.19
H 1.99 -0.01 -1.09
H 0.11 1.81 0.00
H -1.44 1.41 -0.48
H -0.20 0.99 2.31
H -1.54 1.88 1.87
H -2.80 0.01 1.20
H -2.00 -0.25 2.83
H -0.47 -1.97 3.31
H 0.78 -1.52 2.07
H -0.08 -3.00 2.07
H -3.19 -2.30 0.45
H -3.17 -2.22 2.22
H -2.38 -3.54 1.17
H -0.96 -3.03 -1.26
C 4.31 1.97 -2.30
C 5.69 1.20 -2.45
C 5.59 -0.30 -2.40
C 6.22 1.62 -3.83
C 7.82 1.65 -3.89
C 8.53 2.56 -2.86
C 7.50 2.87 -1.56
C 8.38 2.91 -0.30
C 6.76 4.24 -1.71
N 6.63 1.68 -1.47
O 6.13 1.49 -0.20
H 4.30 2.95 -1.83
H 3.80 1.79 -3.25
H 3.76 1.47 -1.51
H 6.52 -0.69 -2.81
H 5.49 -0.63 -1.37
H 4.70 -0.58 -2.97
H 5.97 0.82 -4.52
H 5.69 2.49 -4.24
H 8.38 0.72 -3.75
H 8.24 1.93 -4.85
H 8.68 3.54 -3.30
H 9.59 2.42 -2.64
H 9.16 3.66 -0.34
H 8.93 1.99 -0.10
H 7.80 3.04 0.62
H 6.16 4.28 -0.79
H 6.20 4.33 -2.64
H 7.42 5.10 -1.59
H 6.44 0.62 0.05
C -4.66 -2.42 -4.35
C -4.81 -2.41 -2.76
C -4.75 -0.96 -2.29
C -6.26 -2.88 -2.54
C -6.50 -4.36 -2.70
C -5.54 -5.09 -1.80
C -3.98 -4.75 -2.03
C -3.24 -5.42 -0.91
C -3.59 -5.50 -3.36
N -3.87 -3.29 -2.01
O -2.54 -2.86 -2.09
H -3.61 -2.43 -4.64
H -4.99 -3.33 -4.84
H -5.14 -1.54 -4.78
H -5.03 -0.89 -1.24
H -3.75 -0.57 -2.49
H -5.50 -0.29 -2.70
H -6.52 -2.61 -1.51
H -6.87 -2.26 -3.19
H -7.53 -4.58 -2.41
H -6.49 -4.80 -3.70
H -5.61 -6.17 -1.91
H -5.80 -4.92 -0.76
H -3.68 -5.29 0.07
H -2.24 -4.99 -0.95
H -3.15 -6.50 -1.08
H -3.55 -6.58 -3.27
H -2.57 -5.18 -3.56
H -4.27 -5.26 -4.18
H -2.36 -2.38 -1.28
C 10.60 -0.98 1.19
C 9.30 -1.78 1.00
C 8.97 -2.18 -0.40
C 9.70 -3.15 1.67
C 8.51 -4.05 2.01
C 7.44 -3.42 2.90
C 7.08 -2.01 2.27
C 5.98 -2.31 1.09
C 6.19 -1.19 3.24
N 8.26 -1.21 1.82
O 7.78 -0.01 1.34
H 11.44 -1.43 0.67
H 10.41 0.04 0.83
H 10.82 -0.85 2.25
H 8.49 -3.16 -0.37
H 8.27 -1.36 -0.55
H 9.77 -2.29 -1.13
H 10.22 -3.82 0.99
H 10.42 -3.13 2.49
H 7.97 -4.31 1.09
H 8.94 -4.89 2.56
H 7.84 -3.42 3.91
H 6.53 -4.00 3.03
H 6.40 -2.82 0.23
H 5.77 -1.34 0.62
H 5.03 -2.83 1.18
H 5.44 -1.68 3.87
H 5.61 -0.35 2.86
H 6.87 -0.62 3.87
H 8.23 0.57 1.96
C -6.87 0.12 2.21
C -7.74 -1.16 2.04
C -8.30 -1.34 0.64
C -6.72 -2.28 2.30
C -7.39 -3.70 2.58
C -8.32 -3.50 3.78
C -9.46 -2.35 3.68
C -10.61 -2.74 2.72
C -10.02 -2.07 5.14
N -8.74 -1.17 3.18
O -9.54 0.00 3.11
H -6.25 0.06 3.10
H -6.26 0.38 1.34
H -7.34 1.09 2.34
H -9.06 -0.60 0.39
H -7.47 -1.28 -0.06
H -8.74 -2.34 0.60
H -6.20 -2.38 1.34
H -6.10 -1.99 3.14
H -7.84 -3.92 1.61
H -6.71 -4.53 2.77
H -7.60 -3.30 4.57
H -8.89 -4.35 4.16
H -10.28 -2.85 1.69
H -11.30 -1.92 2.53
H -11.03 -3.67 3.11
H -9.19 -1.91 5.82
H -10.44 -3.04 5.42
H -10.89 -1.44 5.35
H -9.44 0.47 3.94

Mulliken population analysis, charges in e, atoms 1 to 2: -0.587 2.194



| no. | F_max (eV Å⁻¹) |
| --- | --- |
| 1 | 3.1 |
| 2 | 0.3 |
| 3 | 6.6 |